No. 1
Density functional theory data (ωB97M-V/def2-TZVPD) for a cluster of 2 separate species, C4H10NO in total.

Computed properties:
**HOMO-LUMO gap**: 8.30 eV
**Electronic energy**: -288.047383 hartree
**HOMO**: -14.05 eV
**Net charge**: +1

Geometry as XYZ:
```
16
Properties=species:S:1:pos:R:3:forces:R:3:nbo_charge:R:1
C 1.2328 -0.0609 1.3433 -1.926 -1.351 1.659 -0.69
C 0.9609 1.0600 0.3597 0.438 0.172 2.129 0.11
C 1.3180 2.3450 0.5074 0.795 2.608 1.412 -0.32
C -0.5440 -0.1876 -1.1347 -0.433 -0.543 -0.948 0.11
N 0.2676 0.7430 -0.7905 0.241 0.745 -1.890 -0.42
H 0.7121 -1.0128 1.0409 1.019 0.707 -0.391 0.24
H 0.5653 0.0764 2.2391 0.961 0.441 -0.351 0.26
H 2.2745 -0.3161 1.7259 -1.281 0.884 -0.998 0.28
H 1.5213 3.2182 -0.1927 -1.179 -1.707 -0.004 0.25
H 1.4925 2.8257 1.5295 0.425 -1.600 -1.180 0.25
H -0.6081 -0.5052 -2.2069 -0.534 1.135 0.897 0.24
H -1.2297 -0.6290 -0.4369 0.567 -1.155 0.592 0.25
H 0.3343 1.5292 -1.4374 0.807 -0.441 -0.947 0.44
H -2.2139 -3.5507 -1.1036 -0.686 1.954 0.190 0.49
H -3.4625 -2.8994 -0.4948 0.943 0.591 -0.570 0.49
O -2.6210 -2.6360 -0.9485 -0.156 -2.441 0.399 -0.97
```
Forces are in eV/Å.

***

No. 2
Density functional theory data (ωB97M-V/def2-TZVPD) for a cluster of 2 separate species, C4H10NO in total.

Computed properties:
**HOMO-LUMO gap**: 6.51 eV
**Electronic energy**: -287.972596 hartree
**HOMO**: -13.68 eV
**Net charge**: +1

Geometry as XYZ:
```
16
Properties=species:S:1:pos:R:3:forces:R:3:nbo_charge:R:1
C -1.0090 0.3547 1.2005 0.039 0.396 -1.810 -0.66
C -0.9164 0.6332 -0.3706 -1.315 0.089 -0.149 0.19
C -1.7876 1.3685 -1.1492 3.350 -2.383 1.582 -0.32
C 0.6215 -1.3187 -0.9483 1.301 -2.795 -0.472 0.25
N -0.0901 -0.2690 -1.1467 -2.183 1.905 -1.660 -0.55
H -0.5474 -0.6638 1.5338 -0.738 2.145 -0.619 0.24
H -2.0971 0.4461 1.4657 1.116 -0.412 -0.240 0.27
H -0.5420 1.2797 1.5488 0.348 -0.638 0.986 0.26
H -1.7493 1.2496 -2.1931 0.147 0.035 -1.262 0.20
H -2.4156 2.0971 -0.7991 -1.631 1.316 1.213 0.23
H 0.1895 -2.3270 -1.1628 0.419 0.792 -1.376 0.20
H 1.6944 -1.3311 -0.8522 0.426 0.373 2.402 0.24
H -0.3513 -0.2351 -2.1782 -1.166 -0.803 1.447 0.46
H 2.3007 -0.1319 1.9106 1.041 -0.242 -0.903 0.47
H 3.6834 -0.7548 1.8669 0.287 -0.092 -0.070 0.49
O 3.0163 -0.3974 1.2740 -1.440 0.314 0.933 -0.95
```
Forces are in eV/Å.

***

No. 3
Density functional theory data (ωB97M-V/def2-TZVPD) for the ion C4H10NO with charge +1.

Computed properties:
**HOMO-LUMO gap**: 10.31 eV
**Electronic energy**: -288.066130 hartree
**HOMO**: -14.92 eV
**Net charge**: +1

Geometry as XYZ:
```
16
Properties=species:S:1:pos:R:3:forces:R:3:nbo_charge:R:1
C -0.8633 -1.2576 0.4529 0.414 -3.830 1.383 0.09
C 1.1671 0.0180 -0.0169 1.697 -2.534 -0.175 0.51
C 2.5795 0.4753 0.0397 0.746 0.168 -0.658 -0.74
C -1.9043 0.8647 -0.1819 -0.986 0.545 0.123 -0.43
N -1.3741 -0.4540 -0.3707 -1.889 2.032 -2.565 -0.57
O 0.8167 -1.1219 0.3567 1.432 1.202 1.322 -0.41
H -1.2261 -1.1144 1.4377 0.822 0.188 1.455 0.22
H -0.8627 -2.3053 0.1479 -0.015 0.188 0.221 0.23
H 0.3452 0.5035 -0.4454 -0.610 1.854 -0.665 0.17
H 2.9693 1.1113 -0.8862 -1.181 -1.089 2.310 0.29
H 3.2650 -0.3790 0.2235 -0.557 0.317 -0.418 0.28
H 2.6030 0.9761 1.0373 0.199 0.514 -0.791 0.29
H -1.1018 1.4764 0.3047 -1.289 0.148 -0.422 0.20
H -2.1754 1.1777 -1.2318 0.349 0.372 1.433 0.24
H -2.8539 0.7883 0.4212 1.072 0.529 -0.454 0.24
H -1.3843 -0.7591 -1.2887 -0.204 -0.604 -2.100 0.40
```
Forces are in eV/Å.

***

No. 4
Density functional theory data (ωB97M-V/def2-TZVPD) for a cluster of 2 separate species, C4H10NO2 in total.

Computed properties:
**HOMO-LUMO gap**: 4.27 eV
**Electronic energy**: -363.402254 hartree
**HOMO**: -3.21 eV
**Net charge**: -1

Geometry as XYZ:
```
17
Properties=species:S:1:pos:R:3:forces:R:3:nbo_charge:R:1
C 1.4138 1.0651 0.3047 0.937 0.353 0.780 0.01
O 2.2871 0.4483 1.0684 -0.093 -0.055 -0.279 -0.82
C -0.1318 0.6400 0.5950 -0.850 -0.553 -2.242 -0.05
C -0.3020 -0.8640 0.3247 1.642 0.883 1.422 -0.32
C 0.5621 -1.5543 -0.6910 0.182 0.264 -1.081 -0.63
O -3.0321 -0.4701 -0.1843 1.139 -0.018 -0.080 -0.63
N -0.9311 1.3438 -0.3949 -1.128 0.242 0.820 -0.81
H 1.4951 0.9630 -0.8007 -0.005 -0.342 0.037 0.10
H 1.3943 2.1736 0.4636 -0.309 -0.030 0.089 0.11
H -0.4524 0.8454 1.6115 0.269 0.225 0.177 0.18
H -1.3624 -0.7996 0.0032 -1.739 -0.747 0.089 0.25
H 1.5983 -1.6312 -0.3543 -0.099 0.108 0.342 0.24
H 0.2226 -2.5502 -0.9804 -0.217 -0.040 0.296 0.20
H 0.6014 -0.9789 -1.6198 -0.105 0.016 -0.041 0.20
H -0.0994 -1.2984 1.3066 -0.550 -0.508 -0.157 0.21
H -1.5794 1.9514 0.1068 0.543 0.544 0.005 0.35
H -1.6842 0.7161 -0.7591 0.382 -0.342 -0.178 0.39
```
Forces are in eV/Å.

***

No. 5
Density functional theory data (ωB97M-V/def2-TZVPD) for the ion C4H10NO2 with charge -1.

Computed properties:
**HOMO-LUMO gap**: 6.51 eV
**Electronic energy**: -363.589859 hartree
**HOMO**: -2.59 eV
**Net charge**: -1
**SMILES**: N[C@H](CO)CC[O-]

Geometry as XYZ:
```
17
Properties=species:S:1:pos:R:3:forces:R:3:nbo_charge:R:1
N -0.2679 -1.2793 0.6247 -0.777 -0.300 0.684 -0.91
C -0.5028 -0.1158 -0.2179 0.422 -0.145 -2.160 -0.07
C -0.5460 -0.5486 -1.7649 1.033 -0.381 0.627 -0.07
O -1.0349 -1.8546 -1.9726 -1.302 0.307 -1.287 -0.76
C 0.6841 0.8067 0.0505 -2.233 4.406 0.008 -0.46
C 0.6511 1.2933 1.5290 -0.317 -2.198 1.263 -0.04
O 0.9836 0.3105 2.4400 0.108 0.364 -0.352 -1.00
H 0.7698 -1.4104 0.7141 -1.381 0.408 0.084 0.37
H -0.5077 -0.8273 1.5357 0.866 -1.165 -0.143 0.42
H -1.5699 0.4011 -0.0593 2.423 -1.126 0.293 0.18
H 0.4849 -0.6610 -2.2320 -0.860 1.407 0.558 0.15
H -1.2511 0.1318 -2.2575 0.658 0.067 -0.373 0.16
H -0.8418 -2.3275 -1.1892 0.275 -0.867 1.817 0.48
H 1.7054 0.4670 -0.1117 -0.228 -0.398 -0.693 0.21
H 0.3903 1.8396 -0.4781 1.230 -1.853 0.209 0.16
H 1.2460 2.1792 1.6868 0.642 0.910 -0.403 0.10
H -0.3933 1.5954 1.7023 -0.558 0.563 -0.131 0.08
```
Forces are in eV/Å.

***

No. 6
Density functional theory data (ωB97M-V/def2-TZVPD) for an isolated molecule of C4H10NO2.

Computed properties:
**HOMO-LUMO gap (alpha / beta)**: 10.85 / 7.78 eV
**Electronic energy**: -363.524712 hartree
**HOMO (alpha / beta)**: -9.92 / -9.85 eV
**Spin multiplicity**: 2

Geometry as XYZ:
```
17
Properties=species:S:1:pos:R:3:forces:R:3:nbo_charge:R:1
C 0.0391 -0.9125 -0.2698 -0.150 0.433 0.655 -0.24
C -0.6659 -0.6281 1.1002 -0.298 -1.718 -0.518 -0.46
C -0.9816 0.7446 1.6096 0.272 1.531 0.732 -0.08
O 0.1681 1.4640 2.1606 -0.372 -1.281 -0.902 -0.72
N 0.9513 0.1660 -0.7031 -1.570 -0.053 -1.507 -0.65
C 1.0608 0.1256 -2.2403 0.942 -0.117 3.056 -0.01
O -0.0412 -0.0098 -2.9556 -0.248 0.186 -0.351 -0.26
H 0.6078 -1.8433 -0.2521 0.104 -0.018 0.406 0.19
H -0.7914 -1.1359 -0.9476 0.263 0.517 -0.468 0.18
H -1.6361 -1.1072 0.9377 -0.158 0.055 0.275 0.22
H -0.2264 -1.2551 1.8829 0.236 0.439 0.130 0.22
H -1.4465 1.4248 0.8872 0.027 -0.333 -0.390 0.17
H -1.7148 0.6829 2.4207 0.159 -0.226 -0.038 0.19
H 0.8783 1.0017 1.6928 0.456 0.561 0.386 0.47
H 0.4337 1.0302 -0.5351 0.198 0.065 0.100 0.34
H 1.6691 1.0151 -2.4236 0.020 0.070 -0.849 0.21
H 1.6959 -0.7630 -2.3645 0.119 -0.113 -0.720 0.22
```
Forces are in eV/Å.

***

No. 7
Density functional theory data (ωB97M-V/def2-TZVPD) for the ion C4H10NO2 with charge +1.

Computed properties:
**HOMO-LUMO gap**: 11.08 eV
**Electronic energy**: -363.387263 hartree
**HOMO**: -14.46 eV
**Net charge**: +1
**SMILES**: [NH3+][C@@H](CO)CC=O

Geometry as XYZ:
```
17
Properties=species:S:1:pos:R:3:forces:R:3:nbo_charge:R:1
N -1.1775 -0.8578 0.1780 0.650 0.747 0.425 -0.67
C -0.1124 0.1576 -0.1369 1.231 -0.219 -0.564 -0.07
C -0.3624 1.4449 0.5731 -1.686 0.943 -1.337 -0.09
O -1.7379 1.7427 0.2321 0.236 -0.149 0.258 -0.75
C 1.3029 -0.4030 0.0567 -1.076 -0.151 -0.339 -0.54
C 1.6277 -1.4192 -1.0288 0.368 0.092 0.732 0.45
O 0.8452 -1.7239 -1.8845 -0.181 -0.174 -0.032 -0.52
H -0.9203 -1.7115 -0.2994 -0.298 -0.451 -0.436 0.46
H -1.2091 -1.0259 1.1845 -0.286 -0.077 -0.012 0.43
H -2.0558 -0.4476 -0.1482 -0.218 -0.268 0.130 0.47
H -0.2313 0.3314 -1.2054 -0.122 0.062 -0.025 0.25
H -0.2601 1.4229 1.6258 0.389 -0.220 1.229 0.19
H 0.2749 2.2141 0.1339 0.262 -0.101 0.182 0.21
H -2.0668 2.5273 0.6930 0.212 -0.162 -0.087 0.51
H 1.4511 -0.8320 1.0514 0.218 0.057 -0.015 0.25
H 1.9895 0.4224 -0.0887 0.349 0.201 0.234 0.27
H 2.6422 -1.8425 -0.9368 -0.047 -0.131 -0.343 0.15
```
Forces are in eV/Å.

***

No. 8
Density functional theory data (ωB97M-V/def2-TZVPD) for a cluster of 2 separate species, C4H10NO2 in total.

Computed properties:
**HOMO-LUMO gap**: 5.60 eV
**Electronic energy**: -363.276677 hartree
**HOMO**: -14.27 eV
**Net charge**: +1

Geometry as XYZ:
```
17
Properties=species:S:1:pos:R:3:forces:R:3:nbo_charge:R:1
O 1.1574 -0.2555 1.4017 -0.917 -0.777 -0.493 -0.43
C 0.2795 0.5596 1.2478 3.334 0.911 2.034 0.60
O 0.4820 1.8178 1.6335 -2.071 0.591 -0.573 -0.63
C -1.0360 0.2417 0.6970 -0.624 -2.200 -0.425 0.38
C -1.2789 -1.1799 0.4401 -1.382 0.833 1.219 -0.55
C -0.5975 -1.6841 -0.8736 0.727 0.729 -0.904 -0.53
N 1.3930 1.2590 -1.5415 -0.044 0.755 0.142 -1.05
H 1.2571 1.9571 2.1944 0.348 -0.430 -0.108 0.54
H -1.7630 1.0432 0.5598 0.029 -0.111 -0.212 0.26
H -2.3473 -1.4043 0.4185 -0.034 0.331 -0.398 0.28
H -0.8773 -1.7893 1.2608 0.597 0.289 -0.037 0.32
H 0.4599 -1.4294 -0.8255 -0.025 -0.233 -0.059 0.25
H -1.0320 -1.1152 -1.6947 0.023 -0.280 -0.116 0.24
H -0.7369 -2.7565 -1.0173 -0.216 0.205 0.370 0.27
H 0.9773 2.1813 -1.6996 -0.287 -0.342 0.081 0.37
H 1.2844 1.0589 -0.5518 0.430 0.297 -0.422 0.32
H 2.3785 1.4955 -1.6496 0.112 -0.566 -0.099 0.38
```
Forces are in eV/Å.

***

No. 9
Density functional theory data (ωB97M-V/def2-TZVPD) for the ion C4H10NO2 with charge +1.

Computed properties:
**HOMO-LUMO gap**: 12.79 eV
**Electronic energy**: -363.399053 hartree
**HOMO**: -16.00 eV
**Net charge**: +1
**SMILES**: CC[NH2+]CC(=O)O

Geometry as XYZ:
```
17
Properties=species:S:1:pos:R:3:forces:R:3:nbo_charge:R:1
C 1.5474 1.5082 1.0164 -0.608 -0.567 -0.981 -0.63
C 1.0543 0.8462 -0.2883 -0.488 -0.066 -0.431 -0.21
N -0.4554 0.5996 -0.0914 0.123 -0.588 1.550 -0.54
C -1.3430 -0.3898 -0.7913 1.382 0.260 -0.456 -0.34
C -0.8840 -1.7389 -0.2205 -0.850 -0.305 -1.592 0.78
O -0.2091 -1.8065 0.7626 0.439 0.235 0.666 -0.58
O -1.3917 -2.7812 -0.8701 0.220 0.601 0.551 -0.62
H 1.1905 0.8880 1.8479 0.527 0.080 0.032 0.22
H 2.6259 1.4806 0.9115 0.172 0.243 0.537 0.26
H 1.1727 2.5188 1.1794 0.169 0.034 -0.228 0.23
H 1.5198 -0.1371 -0.3826 -0.124 0.139 -0.162 0.23
H 1.1654 1.4157 -1.2100 0.242 0.068 0.162 0.23
H -0.3080 0.0884 0.8025 -0.891 0.747 0.390 0.47
H -0.8928 1.5117 -0.0058 -0.216 -0.053 0.407 0.44
H -2.3979 -0.3127 -0.5189 0.159 0.574 0.145 0.27
H -1.2156 -0.1546 -1.8432 -0.208 -0.920 -0.313 0.26
H -1.1785 -3.5363 -0.2983 -0.051 -0.482 -0.278 0.52
```
Forces are in eV/Å.

***

No. 10
Density functional theory data (ωB97M-V/def2-TZVPD) for a cluster of 2 separate species, C4H10NO2S in total.

Computed properties:
**HOMO-LUMO gap**: 4.33 eV
**Electronic energy**: -761.659768 hartree
**HOMO**: -3.99 eV
**Net charge**: -1

Geometry as XYZ:
```
18
Properties=species:S:1:pos:R:3:forces:R:3:nbo_charge:R:1
O -2.0953 -0.8689 0.5226 1.934 -0.259 -0.589 -0.77
C -1.3653 -1.2813 -0.7202 -3.846 -0.545 1.655 -0.01
N -0.3368 -0.4478 -1.1743 1.108 1.450 0.762 -0.19
C 0.6974 -0.3366 -0.2893 -0.895 -0.626 0.015 -0.08
C 2.2018 -0.1607 -0.9236 0.764 -0.045 -0.506 -0.54
S 3.4117 -0.1154 0.3595 -0.586 -0.320 -0.697 -0.23
C 0.6069 0.9544 0.5871 -0.519 0.775 -0.454 -0.57
H -1.0418 -2.3214 -0.4934 0.217 0.410 -0.287 0.18
H -2.3279 -1.2890 -1.2874 1.626 -0.263 -1.244 0.19
H 0.7569 -1.2310 0.3411 -0.044 0.143 0.596 0.19
H 2.1998 -1.0299 -1.5642 0.478 -0.668 0.130 0.21
H 2.2732 0.6723 -1.6271 -0.487 0.350 0.448 0.20
H -0.3809 1.2488 0.9377 -0.598 -0.491 0.139 0.31
H 0.9423 1.7843 -0.0226 0.554 0.190 0.108 0.19
H 1.2429 0.7167 1.4430 0.546 -0.063 -0.249 0.24
H -2.0418 0.1352 0.7367 -0.195 0.164 0.697 0.52
H -2.6602 2.1368 1.4327 -0.071 0.033 -0.030 0.41
O -2.0830 1.4335 1.7418 0.015 -0.233 -0.495 -1.26
```
Forces are in eV/Å.

***

No. 11
Density functional theory data (ωB97M-V/def2-TZVPD) for a cluster of 2 separate species, C4H10NO2S in total.

Computed properties:
**HOMO-LUMO gap**: 6.40 eV
**Electronic energy**: -761.834884 hartree
**HOMO**: -2.96 eV
**Net charge**: -1

Geometry as XYZ:
```
18
Properties=species:S:1:pos:R:3:forces:R:3:nbo_charge:R:1
C 0.8578 -1.0191 -0.3250 0.803 0.288 -0.496 -0.43
N 0.5934 0.2790 -0.9569 0.303 -0.038 0.572 -0.63
C -0.7877 0.7402 -0.7781 0.336 -1.220 -0.096 -0.17
C -1.0322 2.1142 -1.3581 -0.247 1.181 0.897 -0.52
S -0.8789 3.2593 0.1115 0.186 -0.116 -0.346 -0.64
C -1.4442 0.7072 0.6104 0.708 -0.073 0.086 0.44
O -0.9802 0.2126 1.6217 -0.098 0.062 -0.148 -0.63
H 0.7558 -0.9682 0.7577 -0.337 -0.392 0.052 0.20
H 1.8863 -1.3148 -0.5583 0.135 0.199 0.026 0.18
H 0.2747 -1.8098 -0.7988 -0.504 0.070 0.275 0.18
H 1.2848 0.9269 -0.5921 -0.395 0.351 0.061 0.36
H -1.2891 -0.1416 -1.2187 -0.679 0.402 -0.640 0.17
H -2.0397 2.3052 -1.7212 -0.110 -0.565 -0.214 0.20
H -0.3384 2.4379 -2.1310 0.131 -0.470 -0.095 0.21
H -2.5220 0.9125 0.5276 -0.197 0.279 0.080 0.10
H 2.0942 -2.2611 2.6306 0.274 1.084 0.601 0.47
H 1.5208 -3.1849 1.6806 0.106 -0.452 0.213 0.47
O 2.0448 -3.1955 2.4981 -0.416 -0.590 -0.826 -0.94
```
Forces are in eV/Å.

***

No. 12
Density functional theory data (ωB97M-V/def2-TZVPD) for a cluster of 2 separate species, C4H10NO2S in total.

Computed properties:
**HOMO-LUMO gap**: 6.62 eV
**Electronic energy**: -761.889086 hartree
**HOMO**: -3.05 eV
**Net charge**: -1

Geometry as XYZ:
```
18
Properties=species:S:1:pos:R:3:forces:R:3:nbo_charge:R:1
O 1.1521 -3.7496 -1.2728 0.203 0.187 -0.025 -0.66
C 1.0816 -2.6800 -0.6808 -0.233 -0.469 -0.206 0.53
N 0.0912 -1.7931 -0.8155 -0.218 0.618 -0.051 -0.60
C -0.0222 -0.5050 -0.1192 1.034 0.272 0.040 -0.08
C -1.3855 0.0849 -0.3694 -1.688 -0.118 -0.670 -0.54
S -2.1543 1.0482 0.9662 0.464 0.189 0.085 -0.69
C 1.0997 0.4139 -0.5776 -0.392 1.039 -0.310 -0.61
H 1.8518 -2.3817 0.0517 -0.135 0.039 0.106 0.10
H -0.5494 -1.8451 -1.5923 0.055 -0.665 -0.040 0.39
H 0.1059 -0.6552 0.9457 -0.236 -0.245 0.299 0.21
H -2.0836 -0.7272 -0.6306 0.183 -0.259 0.459 0.18
H -1.4598 0.6521 -1.3135 0.745 0.201 0.186 0.18
H 0.9836 0.6070 -1.6475 0.337 -0.450 -0.199 0.19
H 0.9698 1.4259 -0.1791 0.019 -0.232 0.494 0.22
H 2.0964 0.0525 -0.3238 -0.008 -0.039 -0.152 0.19
H -1.0102 3.3433 3.2121 -0.029 -0.438 -0.552 0.47
H -0.3754 3.0479 1.7981 -0.736 -0.371 0.366 0.50
O -0.3917 3.6611 2.5482 0.635 0.741 0.172 -0.99
```
Forces are in eV/Å.

***

For the records above, the corresponding relative energy (zero: lowest compared OMol25 entry of this formula, charge and spin) values read 72.6, 119.5, 60.8, 202.2, 84.4, 39.9, 30.4, 99.8, 23.0, 164.2, 54.3, 20.3 kcal per mole.